Arrangement w

180
Properties=species:S:1:pos:R:3:mulliken_charge:R:1 method="wB97M-V/def2-TZVPD" e_homo_ev=-10.40 lumo_energy_ev=0.41 smiles="CCOC(=O)OC.CCOC(=O)OC.CCOC(=O)OC.CCOC(=O)OC.CCOC(=O)OC.CCOC(=O)OC.CCOC(=O)OC.CCOC(=O)OC.CCOC(=O)OC.CCOC(=O)OC.CCOC(=O)OC.CCOC(=O)OC" homo_lumo_gap_ha=0.397
O -5.4756 3.4094 0.5831 -0.253
O -0.6602 4.0836 -4.5976 -0.359
O 6.7359 -3.8083 -1.0195 -0.623
O -1.8666 -6.2298 -6.7273 -0.591
O -0.1863 6.7909 4.7726 -0.372
O 5.9470 1.1791 1.5599 -0.366
O -4.9439 1.6243 1.6171 -0.250
O 2.3830 -3.3578 -2.7828 -0.486
O -3.5061 -5.1117 4.8647 -0.368
O -0.8439 7.2394 0.6173 -0.283
O -2.0804 -6.7441 5.3210 -0.593
O -2.3815 6.5431 4.5728 -0.567
O 5.5054 -2.3563 0.0593 -0.034
O -2.8119 -1.5289 -5.5425 -0.251
O 0.5853 8.2584 -0.7617 -0.601
O -4.8764 3.5463 2.7226 -0.585
O -1.9036 -4.3512 -5.5592 0.019
O 4.5890 0.6196 -0.0979 -0.600
O -0.0584 -0.6083 0.5924 0.104
O 1.3288 -5.3117 3.9655 -0.387
O -2.3736 0.0819 -4.0888 -0.100
O -0.0483 4.4148 -2.4312 -0.388
O -2.2183 -0.2862 0.9061 -0.510
O 3.9424 0.6356 2.0666 -0.458
O 1.4929 -1.8528 -4.2142 -0.440
O -0.9171 4.9539 4.0852 -0.265
O 3.0467 -4.1037 4.1465 -0.375
O -2.4325 -4.2581 -7.6034 -0.232
O 0.2049 8.9798 1.3366 -0.289
O -4.2186 -6.7724 5.9938 -0.354
O 2.5094 -4.8925 2.1074 -0.566
O 7.2949 -2.9902 0.9549 -0.098
O 0.7580 5.5911 -4.1215 -0.379
O -0.8909 1.2341 -0.0267 -0.188
O -4.2726 -1.1701 -4.1319 -0.267
O 2.2654 -3.6919 -5.0284 -0.317
C -1.7091 3.1830 -4.4059 -0.274
C 7.9461 0.5221 0.3068 -0.581
C 2.5920 0.3483 1.7429 -0.164
C 5.3636 -4.4162 3.3976 -0.833
C -1.9357 2.1926 -0.2067 0.386
C -2.0278 -5.0566 -6.6489 0.602
C -4.7014 0.8546 2.7778 -0.671
C -1.5996 -5.0369 -4.3467 -0.582
C 2.1113 -2.9894 -3.9016 0.842
C 6.5135 -3.1509 -0.0749 0.718
C -2.5333 -4.3945 4.1197 -0.490
C -2.5914 5.7146 -0.0596 0.104
C -7.0162 5.2997 0.7633 -1.415
C -1.3007 2.8624 3.1380 -0.338
C -1.1875 0.0609 0.4607 0.124
C 9.2512 -3.5261 2.2333 -1.173
C -3.0915 -0.7861 -4.5142 0.432
C -0.0054 4.6621 -3.6056 0.708
C -0.1522 -1.9558 1.1139 -0.356
C -1.2783 6.1445 4.4949 0.780
C -4.9240 -0.5485 -3.0312 0.297
C -3.1486 -6.2473 5.4034 0.721
C -0.2020 -1.9027 2.6283 -0.612
C 4.7956 0.7699 1.0709 0.920
C -2.6669 -4.8187 -8.8907 -0.788
C 8.5676 -3.6385 0.8995 -0.344
C 3.1292 -4.7927 -4.9883 -0.828
C 0.3860 -6.1389 3.2632 -0.347
C 0.0382 8.1766 0.2851 0.712
C -1.5277 -4.0028 -3.2453 -0.383
C -4.0625 -7.9728 6.7691 -0.295
C 1.9307 7.6442 -3.9577 -1.407
C 0.8511 0.3724 -3.5903 -1.075
C -1.6076 -1.2465 -6.2192 -0.583
C -4.2318 -7.6633 8.2652 -0.984
C -5.0702 2.9195 1.7420 0.845
C 2.3155 -4.7578 3.2678 0.889
C 4.2891 -3.4289 3.7782 0.167
C 1.5578 6.3889 -3.2211 0.520
C 0.8482 10.2108 1.0875 -0.782
C 6.9115 1.6312 0.6361 -0.394
C -0.3461 8.1472 5.1547 -0.630
C 0.8352 -1.0783 -3.2207 0.596
C -1.9689 4.1550 3.5793 0.169
C -1.1796 6.2010 -0.3126 -0.360
C 4.3513 -2.5860 -0.7412 -0.902
C -6.1255 -1.3919 -2.7259 -1.461
C -5.6014 4.8024 0.4783 0.011
H -1.0627 -2.4499 0.7705 0.416
H -2.4691 -3.4726 -3.1193 0.198
H 3.2876 -5.1271 -3.9625 0.344
H 5.5873 -5.1479 4.1720 0.434
H 0.7179 10.5099 0.0465 0.345
H 8.6550 0.4638 1.1340 0.322
H -0.6055 3.1282 2.3418 0.226
H 1.0370 6.6271 -2.3001 -0.153
H -0.8094 2.4458 4.0152 0.425
H 3.5385 -1.8910 -0.5452 -0.028
H -0.2708 -5.5130 2.6583 0.048
H -0.5998 -5.4592 -4.4611 0.275
H 4.0613 -2.6899 2.9992 -0.150
H -6.6699 -1.0557 -1.8509 0.397
H 8.4648 -4.6778 0.5947 0.358
H -2.3407 -5.8112 -4.1596 0.394
H -5.4367 5.0206 -0.5742 0.363
H -2.4925 4.6159 2.7327 -0.549
H -2.8324 4.0384 4.2384 0.445
H 6.4917 1.9974 -0.2960 0.328
H -2.5175 3.5529 -3.7562 0.297
H 1.3340 -1.2223 -2.2600 0.258
H -0.1791 -6.5250 4.1032 0.169
H -4.9360 5.4314 1.0587 0.212
H 2.8293 -5.6419 -5.5940 0.285
H -1.5949 3.1832 0.0823 -0.440
H 2.6460 7.4866 -4.7613 0.376
H 4.1257 -4.5199 -5.3501 0.319
H 1.9174 10.2578 1.2853 0.293
H 1.0580 8.1800 -4.3330 0.309
H 2.3811 0.8046 0.7845 0.363
H 0.8477 -6.8836 2.6234 0.330
H -3.1335 -8.5219 6.6261 0.303
H 1.8674 0.7743 -3.6451 0.536
H -1.1780 -4.5062 -2.3466 0.458
H 3.9597 -3.5851 -0.5534 0.462
H 4.6108 -2.4191 -1.7855 0.391
H 9.2055 -3.1383 0.1643 0.315
H -5.9215 -2.4388 -2.4878 0.326
H 0.5588 8.5333 5.5983 0.245
H -2.6994 4.8711 -0.7438 0.175
H -4.3507 -0.1448 2.5286 0.122
H 0.3904 0.6291 -4.5483 0.289
H -1.1739 8.2615 5.8605 0.316
H 5.1741 -4.9679 2.4784 0.312
H 8.6481 -3.9232 3.0566 0.275
H -0.6723 8.6966 4.2680 0.233
H -2.2201 2.1999 -1.2545 0.162
H -7.0017 6.3703 0.5649 0.382
H -4.2889 -0.4181 -2.1512 -0.066
H 0.3141 0.9977 -2.8748 -0.031
H -2.0056 2.1444 2.7200 -0.213
H 0.7011 -2.4680 0.6722 0.454
H -5.2808 -7.8026 8.4992 0.272
H -2.5733 -4.0117 -9.6086 0.228
H 2.4229 -0.7220 1.8121 -0.245
H -2.0053 -5.6588 -9.0912 0.363
H 6.2465 -3.8004 3.1931 -0.005
H -3.5762 -8.2952 8.8606 0.315
H -5.6607 0.7053 3.2796 0.394
H -2.7768 1.9395 0.4436 0.054
H -2.9859 -3.4596 3.8018 0.211
H -7.3909 5.0585 1.7544 0.333
H -6.8699 -1.3640 -3.5264 0.340
H 8.4719 0.8522 -0.5912 0.345
H 0.5258 -1.2058 3.0382 0.121
H 9.7318 -2.5961 2.5139 0.283
H 1.9737 0.8007 2.5155 0.268
H 0.3369 10.9502 1.6992 0.274
H -1.5134 -0.1584 -6.3516 0.395
H -1.6192 -4.1931 4.6793 0.327
H 2.4436 5.8011 -2.9690 0.239
H -1.1877 -1.5545 2.9426 0.232
H -4.8255 -8.6505 6.3836 0.329
H 10.0352 -4.2988 2.2360 0.392
H -3.2608 6.5430 -0.2799 0.706
H -3.8500 -6.6576 8.4320 0.320
H -0.0710 -2.8787 3.1023 -0.048
H 7.5330 2.3891 1.1095 0.327
H -2.2757 -4.9339 3.2064 0.285
H -3.6930 -5.1927 -8.9495 0.291
H -0.2122 -1.3747 -3.1068 -0.228
H 7.5099 -0.4631 0.1561 -0.109
H -2.6860 5.3430 0.9569 -0.803
H -2.2458 3.0791 -5.3462 0.268
H -0.7071 -1.5632 -5.6915 0.077
H -7.6919 4.8211 0.0495 0.325
H 2.3672 8.3477 -3.2419 0.386
H -1.1038 6.5004 -1.3520 0.251
H 4.5479 -2.8315 4.6518 0.341
H -0.4924 5.3818 -0.1017 0.259
H -5.2023 0.4799 -3.2938 0.259
H -3.9577 1.2644 3.4565 0.268
H -1.4665 2.2120 -3.9910 -0.033
H -1.5713 -1.5985 -7.2451 0.259
H -0.7550 -3.3014 -3.5608 -0.339



Arrangement x

180
Properties=species:S:1:pos:R:3:mulliken_charge:R:1 method="wB97M-V/def2-TZVPD" e_homo_ev=-10.50 lumo_energy_ev=0.58 smiles="CCOC(=O)OC.CCOC(=O)OC.CCOC(=O)OC.CCOC(=O)OC.CCOC(=O)OC.CCOC(=O)OC.CCOC(=O)OC.CCOC(=O)OC.CCOC(=O)OC.CCOC(=O)OC.CCOC(=O)OC.CCOC(=O)OC" homo_lumo_gap_ha=0.407
O 4.3811 -4.1801 -2.5217 -0.283
O -0.2300 2.2104 2.1804 -0.387
O -0.5002 5.6001 -0.5037 -0.213
O -5.2913 3.5444 -0.0711 -0.424
O -1.9684 -7.4561 0.7385 -0.614
O -1.1580 -3.3953 -1.7805 0.293
O -1.3088 -7.9369 -1.3468 -0.323
O -1.4947 2.8184 5.7649 -0.619
O -0.1961 6.7594 1.2279 -0.189
O -5.3055 4.0118 3.4850 -0.387
O 1.5471 5.6280 0.4129 -0.626
O -4.9628 1.3504 0.1009 -0.461
O -5.2373 6.0774 2.8991 -0.397
O -1.9562 -1.9200 -0.4403 -0.053
O 0.3053 1.7713 6.5379 -0.379
O 4.8002 -1.2932 0.0010 0.039
O 4.2369 0.6753 -3.4339 0.056
O -1.4243 1.4995 -4.6221 -0.408
O -2.7427 -2.0048 -2.5471 -0.672
O 2.5128 -3.7106 -1.4501 0.187
O 6.2974 0.3615 -0.0521 -0.631
O -3.3460 5.0765 3.5598 -0.410
O 2.3833 -0.2162 -2.8546 -0.192
O 4.0946 0.7415 -0.1682 0.084
O 1.9535 -7.0849 1.4225 -0.489
O -0.4475 3.4029 7.6356 -0.386
O -0.4983 -6.2023 -0.4024 -0.056
O 0.8570 0.4511 1.6702 -0.517
O -0.2805 2.4500 -6.1594 -0.364
O -0.8390 3.6665 -4.3209 -0.619
O 2.1457 -7.6708 3.6012 -0.410
O -0.4059 1.4310 0.0928 0.092
O 2.9723 -5.7915 3.0053 -0.412
O -6.9022 2.3344 0.5634 -0.359
O 3.4756 -5.6592 -1.2066 -0.163
O 2.3490 1.6644 -4.1132 -0.632
C 2.9339 2.7871 -0.1340 -0.005
C -1.3204 -7.2101 -0.2455 0.525
C -0.0598 4.7124 -1.5135 0.300
C -0.6297 2.6840 6.5601 0.824
C 3.3499 -4.4714 -1.7425 0.297
C -0.8467 -3.8618 -3.0890 -0.207
C 1.4394 -1.8301 1.8223 -1.199
C -3.6233 7.2273 1.4232 -0.546
C -3.4483 -9.0144 -1.7013 -1.145
C -3.9118 3.8021 -0.4551 1.754
C -2.9241 -0.9560 -0.0367 -1.024
C 4.3506 -2.9632 -3.2640 0.923
C -4.6023 7.2930 2.5742 -0.460
C 5.0076 1.5686 -4.2276 -0.421
C -0.2505 7.5209 3.5389 -1.017
C -1.4474 4.3309 8.0174 0.035
C -3.9763 4.5927 -1.7634 -1.372
C 0.5675 7.3578 2.2525 -0.271
C -0.4128 -5.2980 0.6929 -0.486
C -1.9895 -9.1729 -1.3473 -0.231
C -4.6848 2.7490 3.6244 -0.026
C -4.5132 5.0588 3.3278 0.759
C 0.0070 -8.7687 3.5469 -0.822
C -5.6515 2.3117 0.1988 0.747
C -1.8399 -4.8361 -3.7229 -1.197
C 1.1031 -0.7253 0.8459 2.156
C -1.1313 3.2943 2.1297 1.096
C 1.5158 -8.9417 3.4362 -0.210
C 5.1677 -0.0218 -0.0908 0.403
C 0.4108 5.9604 0.3716 0.673
C 0.9699 -0.2221 -2.5377 0.059
C 0.0363 1.3846 1.2103 -0.009
C 0.3629 0.9791 5.3660 -0.452
C 2.3398 -6.8958 2.5508 0.700
C 3.3634 -4.7911 2.0678 0.162
C 1.6304 2.8622 -7.5348 -1.046
C 4.6382 -6.4405 -1.3014 -0.829
C -7.6478 1.1273 0.4904 -0.740
C 5.3300 -3.0717 -4.4127 -1.415
C -2.0394 -2.4092 -1.6655 0.447
C 5.8604 -2.2232 -0.0062 -0.635
C 5.0085 1.1803 -5.7030 -0.837
C -0.8462 2.6540 -4.9695 0.844
C -2.3085 3.6848 9.1004 -1.142
C -2.1895 1.4858 -3.3991 -0.173
C 0.5348 3.4799 -6.6850 -0.218
C 2.9030 0.8196 -3.4650 0.365
C 4.3137 2.1461 -0.2173 -0.768
H 4.5204 2.5452 -4.1643 0.333
H 4.8160 2.4942 -1.1168 0.213
H -4.4038 2.3214 2.6634 -0.097
H -2.7077 6.6744 1.6178 -0.017
H -5.3147 8.1047 2.4012 0.406
H -3.2254 8.2392 1.2667 0.474
H -3.9514 -1.1356 -0.3358 0.511
H -8.3969 1.0864 1.2731 0.248
H 0.2120 -1.0519 0.3073 -0.390
H -8.1991 1.1332 -0.4569 0.272
H -1.5232 1.7003 -2.5643 -0.143
H -1.5097 -9.9594 -1.9308 0.402
H 4.9487 -3.7411 -5.1814 0.368
H -4.5743 4.0879 -2.5151 0.443
H -3.6033 -8.3642 -2.5698 0.258
H -1.7720 -5.8047 -3.2384 0.167
H 0.7308 -1.9604 2.6361 0.422
H 2.2500 2.5082 -0.9418 -0.457
H 5.0573 0.0975 -5.8251 0.087
H 0.8223 8.3792 1.9598 0.269
H 4.3443 -7.4452 -1.6261 0.276
H -4.1330 6.9788 0.4934 0.099
H 1.9803 1.9519 -7.0546 0.083
H 5.1288 -6.5550 -0.3375 0.283
H -3.4535 2.8302 -0.6584 -0.202
H -3.1063 4.3543 9.4162 0.384
H -0.9634 5.2022 8.4585 0.302
H -3.8439 2.8053 4.3183 0.031
H -3.9731 -9.9378 -1.9384 0.386
H -2.0377 4.7209 7.1885 0.086
H 0.4456 0.1406 -3.4215 0.442
H -0.5553 -5.8168 1.6388 0.457
H 2.9377 3.8776 -0.1261 0.547
H -2.5397 0.0282 -0.3072 0.099
H -2.7388 2.7464 8.7470 0.296
H 5.4215 -2.0777 -4.8561 0.153
H 0.3101 5.1606 -2.4350 0.499
H -0.3402 1.3261 4.6137 0.107
H -0.5069 6.5597 3.9940 0.190
H 2.4974 2.4659 0.8166 0.006
H -1.9079 -9.5791 -0.3307 0.265
H -0.0309 0.0108 5.6862 0.335
H -1.6454 3.4095 9.9202 0.308
H -1.2612 3.7417 3.1091 0.148
H -3.4205 4.3614 0.3408 -0.532
H -5.3581 2.0364 4.0995 0.290
H 6.3298 -3.3555 -4.0841 0.381
H 0.7521 -1.2579 -2.3007 -0.247
H 5.3622 -6.1935 -2.0770 0.316
H -1.2303 7.9566 3.3247 0.171
H 2.4266 3.5942 -7.6555 0.360
H -4.1313 7.7379 3.4685 0.297
H -1.6366 -4.7957 -4.7902 0.395
H 3.3718 -2.7551 -3.7078 0.088
H 2.5997 -4.6069 1.3151 -0.312
H -3.0177 2.1861 -3.5004 0.474
H 1.3508 0.8286 4.9495 0.253
H -2.9424 -0.9320 1.0565 0.380
H -2.9544 4.6553 -2.1504 0.116
H 0.0566 -4.4392 -2.8777 0.174
H 0.5697 -4.8411 0.6861 -0.288
H 4.3103 -5.0587 1.5936 0.239
H 1.2703 2.6012 -8.5303 0.361
H -0.9204 4.1294 -1.8317 -0.528
H 1.9063 -0.4678 0.1588 -0.478
H 1.0045 4.0969 -5.9181 0.212
H 2.4372 -1.6787 2.2493 0.473
H 6.4615 -2.1668 -0.9130 0.333
H -2.5755 0.4705 -3.3512 0.194
H -2.8767 -4.5219 -3.5774 0.306
H 1.4299 6.7596 2.5462 0.327
H 3.4911 -3.8702 2.6351 0.262
H 0.3543 8.1093 4.2228 0.456
H -0.4961 -9.7373 3.5889 0.406
H 6.4805 -2.1317 0.8891 0.398
H -1.1292 -4.4846 0.5460 0.331
H 1.7525 -9.3516 2.4497 0.233
H 5.5060 -3.2546 0.0519 -0.087
H -0.9029 4.0926 1.4185 -0.667
H -0.3930 -8.2353 2.6860 0.041
H 4.0504 1.4539 -6.1495 0.004
H -0.2341 -8.2276 4.4620 0.281
H 5.7752 1.7187 -6.2545 0.417
H 1.5385 -2.7710 1.2716 -0.374
H -0.5462 -3.0987 -3.8073 0.382
H 0.6627 3.9645 -1.1878 -0.176
H -0.0795 4.1830 -7.2518 0.459
H -3.9595 -8.4823 -0.8954 0.282
H -4.2730 5.6262 -1.5936 0.276
H 0.7854 0.4287 -1.6874 -0.045
H -6.9909 0.2592 0.4699 0.312
H 4.5313 -2.1057 -2.6125 -0.444
H 6.0172 1.6273 -3.8359 0.457
H 1.9035 -9.6612 4.1521 0.375
H 4.8157 2.5131 0.6769 0.511
H -2.1050 2.9044 1.8160 -0.035



Arrangement y

180
Properties=species:S:1:pos:R:3:mulliken_charge:R:1 method="wB97M-V/def2-TZVPD" e_homo_ev=-10.40 lumo_energy_ev=0.37 smiles="CCOC(=O)OC.CCOC(=O)OC.CCOC(=O)OC.CCOC(=O)OC.CCOC(=O)OC.CCOC(=O)OC.CCOC(=O)OC.CCOC(=O)OC.CCOC(=O)OC.CCOC(=O)OC.CCOC(=O)OC.CCOC(=O)OC" homo_lumo_gap_ha=0.396
O 13.8590 -17.2177 -21.8506 -0.588
O 12.6679 -16.8559 -19.9538 -0.373
O 2.5097 -23.4646 -29.9788 -0.591
O 12.2574 -18.5969 -21.1323 -0.296
O 9.4479 -19.6858 -37.3779 -0.571
O 9.3754 -17.6523 -38.3598 -0.297
O 7.1367 -16.8690 -23.5565 -0.618
O 11.9307 -16.4059 -34.0770 -0.603
O 14.8972 -24.5188 -30.5480 -0.270
O 13.2145 -16.6479 -27.8020 -0.400
O 8.7338 -17.3646 -25.0532 0.104
O 5.2598 -19.0048 -29.2142 -0.227
O 12.9826 -17.3209 -32.3385 -0.093
O 9.3313 -22.6283 -21.6684 -0.594
O 13.3112 -23.0883 -30.4661 0.087
O 4.1975 -17.2953 -28.2227 -0.581
O 4.7517 -23.3560 -29.9154 -0.275
O 11.7476 -26.0656 -28.1126 -0.372
O 9.5259 -17.7651 -36.2259 -0.278
O 6.2544 -17.0724 -29.0773 -0.058
O 12.8464 -16.5560 -25.7014 -0.425
O 11.3013 -15.6861 -27.0592 -0.650
O 9.9836 -19.7155 -26.4229 -0.408
O 7.8725 -20.9689 -21.3672 -0.366
O 10.8757 -25.0924 -26.4245 -0.395
O 9.2005 -17.5648 -22.9785 0.326
O 17.8629 -20.4235 -26.2971 -0.377
O 9.5402 -19.5385 -28.5249 -0.137
O 8.8766 -21.7604 -19.6423 -0.234
O 15.8422 -20.1347 -26.9429 -0.450
O 17.4815 -19.1049 -28.0603 -0.595
O 14.9002 -22.8274 -32.0397 -0.582
O 11.6952 -19.7225 -27.8308 -0.222
O 3.7082 -23.5125 -28.0807 -0.257
O 11.2114 -16.2025 -31.9514 -0.177
O 11.2310 -23.8833 -28.2598 -0.505
C 9.1502 -17.0509 -21.6282 -0.057
C 11.2695 -24.9111 -27.6718 0.756
C 3.5447 -23.4432 -29.3868 0.810
C 12.3405 -26.0811 -29.4099 0.599
C 17.0892 -19.8382 -27.2044 0.810
C 2.2287 -22.7447 -26.3263 -0.999
C 5.1318 -17.7426 -28.8172 0.650
C 13.8728 -18.0579 -33.2336 -0.268
C 12.3382 -16.2733 -26.8860 0.797
C 19.1533 -19.8703 -26.1606 -0.681
C 11.7053 -27.1159 -30.3113 -1.378
C 9.8983 -19.2605 -29.8659 0.748
C 12.0092 -16.3272 -24.5673 2.084
C 9.4603 -18.4809 -37.3389 0.678
C 4.0846 -19.8200 -28.9570 0.244
C 10.5101 -19.6488 -27.6202 0.669
C 8.7299 -21.8752 -20.9555 0.803
C 2.5554 -23.8633 -27.3015 -0.321
C 12.3636 -14.5719 -20.7078 -0.413
C 2.8556 -19.3677 -29.7055 -1.298
C 10.8118 -19.8493 -25.2773 0.118
C 6.1407 -15.6762 -28.8638 -0.774
C 9.0150 -20.1003 -30.7617 -1.622
C 14.4189 -23.4232 -31.1145 0.627
C 9.0785 -18.2306 -39.6227 -0.120
C 13.1678 -15.5175 -19.8339 -0.330
C 15.4042 -25.8643 -32.5441 -1.089
C 8.0426 -16.6605 -26.0847 -1.126
C 12.3413 -19.3250 -22.3613 -0.263
C 9.6205 -22.7437 -18.9625 -0.207
C 7.6398 -20.8281 -22.7747 -0.338
C 14.8364 -19.5616 -27.8197 -0.046
C 8.8878 -18.2299 -20.7092 -0.854
C 9.7356 -18.4485 -35.0220 -0.608
C 12.0066 -16.6486 -32.9098 0.738
C 11.9800 -14.8461 -24.1998 -2.043
C 15.9088 -25.2404 -31.2474 -0.306
C 9.9467 -15.6220 -32.3045 -0.545
C 4.8008 -23.2862 -31.3389 -0.678
C 14.7639 -20.3963 -29.0724 -0.363
C 12.7456 -16.8851 -29.1151 -0.312
C 12.4454 -22.1688 -31.0945 -0.691
C 8.2340 -17.2342 -23.8345 0.239
C 10.3596 -24.0106 -25.6655 -0.269
C 9.0291 -17.1486 -40.6758 -1.263
C 9.9017 -22.1647 -17.5546 -1.207
C 14.9227 -18.7085 -32.4163 -0.906
C 13.0213 -17.5048 -21.0520 0.806
H 16.7436 -24.5963 -31.5273 0.349
H 8.0011 -19.7047 -30.7501 0.305
H 9.3964 -19.4791 -35.1011 0.493
H 10.0896 -14.6764 -32.8248 0.346
H 8.1539 -18.8056 -39.5992 0.312
H 10.7845 -18.5002 -34.7222 0.253
H 10.1662 -19.6324 -24.4359 -0.933
H 9.2745 -24.1191 -25.5860 0.276
H 9.3656 -16.3514 -32.8559 0.187
H 11.5552 -14.6676 -23.2171 0.476
H 7.8750 -18.5958 -20.7942 0.352
H 9.5846 -18.9806 -21.0986 -0.164
H 7.8551 -15.6256 -25.7866 0.408
H 9.7127 -18.2115 -30.1087 0.152
H 11.6605 -16.8403 -29.2097 0.272
H 11.3657 -14.3780 -24.9710 0.499
H 12.3984 -16.9365 -23.7489 -0.829
H 14.5250 -26.4823 -32.3387 0.201
H 6.9803 -19.9746 -22.8943 0.189
H 11.7813 -26.8239 -31.3639 0.357
H 12.9562 -17.9313 -29.3533 -0.177
H 10.0011 -16.6306 -40.7070 0.317
H 16.1981 -26.0531 -30.5876 0.367
H 11.0091 -16.7329 -24.7545 -0.236
H 4.6821 -24.2923 -31.7425 0.323
H 15.5795 -20.3205 -29.7808 0.694
H 4.0073 -22.6654 -31.7534 0.329
H 8.9595 -17.5513 -41.6847 0.374
H 8.5914 -20.6287 -23.2628 -0.023
H 12.1568 -28.1107 -30.3101 0.298
H 13.0866 -15.1903 -18.8029 0.364
H 13.1479 -16.2953 -29.9356 0.447
H 9.3759 -20.0329 -31.7962 0.401
H 15.0929 -25.0886 -33.2434 0.330
H 7.0890 -17.0990 -26.3676 0.367
H 15.6156 -18.1002 -31.8412 0.391
H 16.1638 -26.4878 -33.0094 0.396
H 2.0196 -21.7995 -26.8224 0.240
H 6.0363 -15.4669 -27.7978 0.288
H 12.9476 -21.2805 -31.4836 0.154
H 4.0325 -19.9338 -27.8778 0.365
H 10.6143 -23.0780 -26.1685 -0.041
H 9.2357 -18.1030 -19.6848 0.473
H 19.8206 -20.6299 -25.7606 0.221
H 15.5226 -19.3204 -33.0993 0.440
H 13.2076 -18.6899 -33.8242 0.223
H 10.9532 -19.4113 -30.0922 -0.341
H 9.0983 -23.6796 -18.7787 0.298
H 11.7636 -21.7693 -30.3403 0.024
H 2.9900 -22.6441 -25.5560 0.262
H 10.2242 -21.1324 -17.7031 0.290
H 11.8154 -22.6256 -31.8609 0.483
H 10.6372 -27.2023 -30.1087 0.380
H 1.3167 -23.0691 -25.8133 0.386
H 10.0339 -16.4503 -21.4298 -0.296
H 9.4690 -15.3883 -31.3556 0.134
H 2.5469 -18.3524 -29.4429 0.394
H 14.6010 -21.4449 -28.7939 0.362
H 12.3402 -14.8246 -21.7669 -0.454
H 10.7270 -22.7107 -17.1052 0.384
H 9.0835 -21.1662 -30.5473 0.342
H 15.0088 -18.5295 -28.1107 0.375
H 13.7659 -20.2331 -29.4996 -0.544
H 7.0096 -15.1414 -29.2356 0.168
H 14.5344 -19.4681 -31.7346 -0.120
H 13.4218 -26.1744 -29.3397 0.209
H 4.3101 -20.7595 -29.4619 -0.200
H 11.5285 -19.0261 -25.3504 0.002
H 9.2273 -17.9496 -34.2042 0.051
H 7.1613 -21.7385 -23.1258 0.470
H 5.7666 -22.8856 -31.6036 0.171
H 14.2929 -17.3283 -33.9317 0.351
H 8.9933 -22.1594 -16.9583 0.315
H 11.3522 -20.7884 -25.2056 0.783
H 12.9805 -14.4352 -24.3223 0.422
H 8.3146 -16.3444 -21.5830 0.635
H 8.7542 -16.6070 -26.9052 0.311
H 2.8443 -24.7240 -26.7012 0.244
H 5.2641 -15.2569 -29.3612 0.356
H 10.6061 -22.8744 -19.4011 0.292
H 14.2146 -15.4625 -20.1352 0.308
H 10.7036 -23.9982 -24.6328 0.279
H 3.0652 -19.2716 -30.7737 0.341
H 19.1461 -19.0885 -25.3948 0.266
H 13.9543 -19.6786 -27.2051 -0.098
H 11.3315 -14.5302 -20.3465 0.259
H 19.4911 -19.4597 -27.1055 0.343
H 12.7295 -13.5452 -20.6295 0.454
H 1.9970 -20.0131 -29.5351 0.366
H 9.9156 -18.8647 -39.9249 0.263
H 12.1767 -25.1219 -29.8976 -0.253
H 1.7273 -24.0475 -27.9788 0.378
H 13.1109 -20.0875 -22.1758 0.445
H 8.3542 -16.3059 -40.5155 0.328
H 11.4324 -19.8867 -22.5491 -0.147
H 12.6899 -18.7638 -23.2228 0.242



Which of them is most stable, and which least? Most stable: arrangement x; least stable: arrangement y.